No. 1
Computed, not measured: a structure of composition C27H30BrIrN4O3S2, with wB97M-V/def2-TZVPD.

```
! wB97M-V def2-TZVPD RIJCOSX def2/J DEFGRID3
* xyz 0 5
Ir -1.02334 -0.55520 0.21969
C 3.28007 1.14460 -0.64155
C 1.92576 0.50712 -0.83793
N 1.14002 0.29494 0.16928
N 1.67620 0.65593 1.40541
C 1.22137 0.00463 2.40998
S 0.03247 -1.25682 2.40834
S 1.89347 0.33832 4.01319
C 2.53378 2.04014 3.81971
C 1.44202 3.07652 3.86294
C 0.96435 3.62889 2.67855
C -0.12212 4.49882 2.68337
C -0.74003 4.82743 3.88091
C -0.25364 4.29896 5.07270
C 0.82922 3.43248 5.06187
C 1.56636 0.07764 -2.19279
C 2.57481 -0.00494 -3.17300
C 2.31456 -0.41317 -4.45890
C 1.00669 -0.76510 -4.80788
C 0.00327 -0.70010 -3.87275
C 0.25883 -0.27003 -2.55977
O -0.77646 -0.16894 -1.74223
H 3.30944 1.68608 0.29462
H 3.50242 1.81592 -1.46783
H 4.05595 0.37531 -0.59937
H 3.07353 2.07714 2.87818
H 3.23540 2.14280 4.64721
H 1.46309 3.37585 1.74905
H -0.48837 4.91693 1.75066
H -1.59220 5.49601 3.88809
H -0.72784 4.55638 6.01188
H 1.19529 3.00905 5.99125
H 3.59552 0.23130 -2.90609
H 3.11388 -0.46928 -5.18599
H 0.78470 -1.09167 -5.81725
H -1.01652 -0.98369 -4.10235
N -1.47771 1.79732 0.50045
C -2.27267 2.52953 -0.43160
C -3.61308 2.21309 -0.60560
C -4.37464 2.93581 -1.51137
C -3.80749 3.97018 -2.24780
C -2.46363 4.27243 -2.07584
C -1.69624 3.55300 -1.16961
H -0.55305 2.19023 0.61178
H -1.91548 1.71245 1.41214
H -4.04993 1.39906 -0.03878
H -5.42107 2.68692 -1.64291
H -4.40595 4.52994 -2.95447
H -2.00671 5.07233 -2.64638
H -0.64472 3.79074 -1.03522
O -1.96452 -3.68470 -1.60886
C -1.18257 -3.89632 -0.73115
O -0.33817 -2.94596 -0.27014
C -1.03825 -5.22566 0.01264
N 0.25913 -5.25661 0.69951
C 1.20099 -6.05451 -0.13108
C 0.41734 -6.46298 -1.39003
C -1.04985 -6.39930 -0.95729
H -1.85649 -5.24595 0.73297
H 0.16981 -5.64767 1.62438
H 0.23387 -3.38651 0.40297
H 1.54245 -6.93031 0.42160
H 2.07937 -5.46157 -0.37896
H 0.70501 -7.45251 -1.73855
H 0.59826 -5.75374 -2.19951
H -1.33834 -7.31008 -0.42900
H -1.74105 -6.23337 -1.78114
Br -3.24654 -1.13547 1.02568
*
```

Kohn-Sham gap (alpha / beta) ... 7.22 / 6.47 eV

Mulliken atomic charge list, values in e, 2 entries: 3.168 -1.750


No. 2
Computed, not measured: a cluster of 2 separate species, C27H30F2N3 in total in a non-equilibrium geometry, with wB97M-V/def2-TZVPD.

```
! wB97M-V def2-TZVPD RIJCOSX def2/J DEFGRID3
* xyz 1 1
F -4.85250 5.21282 0.58316
C -4.85434 3.84090 0.70405
C -6.08973 3.18964 0.76127
C -6.07708 1.79054 0.90065
C -4.88019 1.09779 1.02595
C -3.62618 1.76841 0.98891
C -2.40286 1.04530 1.18109
C -1.13167 1.52935 0.87985
C 0.05905 0.97072 1.34140
C 1.31929 1.65908 1.33369
C 1.52159 2.80389 0.51860
C 2.70768 3.51643 0.63651
F 2.86689 4.64757 -0.12919
C 3.72272 3.17795 1.53486
C 3.52472 2.04000 2.33574
C 2.35653 1.29320 2.23463
C -3.63935 3.17848 0.78284
H -7.01843 3.75118 0.69588
H -7.02355 1.24851 0.92831
H -4.87271 0.01286 1.15483
H -2.48379 0.05208 1.62579
H -1.06202 2.42170 0.24773
H 0.01110 0.09100 1.98793
H 0.74396 3.12882 -0.16646
H 4.61789 3.79218 1.61323
H 4.28937 1.74674 3.05788
H 2.19185 0.42063 2.87861
H -2.70143 3.73064 0.73161
C -2.00790 -1.00071 -2.73561
N -0.64863 -1.25533 -2.29478
C 0.40668 -0.73226 -3.15734
C -0.35139 -1.52638 -0.98996
N 0.76219 -1.01270 -0.48525
C 1.62370 -1.82389 0.33085
C 3.05736 -1.86386 -0.18552
C 3.84885 -0.71460 -0.22273
C 5.19523 -0.80603 -0.59828
C 5.72301 -2.03386 -1.02237
C 4.90579 -3.17229 -1.03793
C 3.57844 -3.08539 -0.61518
N -1.27337 -2.25880 -0.27998
C -2.21182 -3.18518 -0.90168
C -1.15159 -2.39123 1.16006
H -2.61649 -0.58316 -1.92452
H -1.94457 -0.26443 -3.54215
H -2.47351 -1.91050 -3.13178
H 1.28360 -0.52678 -2.53224
H 0.66423 -1.46498 -3.93839
H 0.05959 0.18725 -3.64621
H 1.62475 -1.41994 1.36056
H 1.27969 -2.87141 0.38585
H 3.40270 0.24375 0.05813
H 5.82138 0.08709 -0.55968
H 6.76274 -2.09855 -1.34500
H 5.29278 -4.13317 -1.37594
H 2.91880 -3.95495 -0.59968
H -1.84594 -3.51961 -1.87500
H -2.30434 -4.06136 -0.25126
H -3.21236 -2.74223 -1.01396
H -0.81213 -1.44306 1.58209
H -2.13423 -2.63543 1.57955
H -0.43999 -3.18445 1.43598
*
```

Kohn-Sham gap ... 5.22 eV

Mulliken atomic charge list, values in e, 2 entries: -0.299 0.166


No. 3
Computed, not measured: a structure of composition C27H30N2O2 in a non-equilibrium geometry, with wB97M-V/def2-TZVPD.

```
! wB97M-V def2-TZVPD RIJCOSX def2/J DEFGRID3
* xyz 0 1
C -3.00899 2.43759 3.51116
C -1.73357 2.69145 2.99811
C -0.51186 1.85278 3.49327
C 0.49971 1.70856 2.77319
C 1.48714 1.10281 3.16750
C 1.44017 0.41786 4.62379
C 0.26327 0.60641 5.51113
C -0.54147 1.50413 4.89071
H -1.38595 1.69316 5.58150
H 0.37953 0.24691 6.33245
H 2.52005 -0.27698 5.03229
C 2.91694 0.80813 2.42337
N 2.16966 0.73692 0.89908
C 1.41888 -0.43587 0.66671
O 0.86425 -0.98400 1.41097
N 1.00633 -0.45948 -0.57976
H 1.20816 0.39336 -1.28228
C -0.25106 -1.03333 -1.06062
C -1.12969 0.01883 -1.19131
C -1.41563 0.83541 -2.06874
C -2.29669 2.05548 -2.07872
C -3.07212 2.01749 -0.75167
C -2.85255 1.17729 0.17955
C -2.03132 0.11007 0.20145
H -1.60169 -0.29584 0.82717
H -3.49621 1.35894 0.95743
H -3.98721 3.00215 -0.91728
H -2.30091 2.57510 -2.94180
H -0.88950 0.76611 -2.93190
C -0.11858 -1.72715 -2.47545
C 1.29867 -1.90211 -3.09768
C 1.28722 -2.37962 -4.34436
C 0.12111 -2.96682 -4.98477
C -1.23967 -2.63490 -4.36773
C -1.25715 -2.05901 -3.10150
H -1.99798 -2.07554 -2.65192
H -1.97454 -2.90914 -4.93108
O 0.18340 -3.72779 -6.06866
C -0.81621 -3.98764 -6.86077
H -1.45043 -3.21946 -6.96898
H -1.53467 -4.86415 -6.34097
H -0.49659 -4.55367 -7.57678
H 2.15992 -2.63915 -4.69896
H 1.94971 -1.53016 -2.54392
H -0.30069 -1.68921 -0.29065
H 2.78500 0.96042 0.11215
C 3.49818 -0.53501 2.65090
H 4.21036 -0.70207 1.82529
H 3.10443 -1.35228 2.72066
H 4.18234 -0.37894 3.81447
C 3.70814 1.98956 2.37852
H 4.03690 2.16865 3.39808
H 3.15921 2.81858 1.88760
H 4.39991 1.80060 1.75105
H 0.43091 1.98181 1.77267
C -1.39858 3.61987 2.22381
H -0.52348 4.47749 2.44784
H -1.22599 3.41153 1.26488
H -2.14541 4.47354 2.07500
H -3.37981 1.43133 4.17817
H -3.81652 3.20403 3.05757
*
```

Kohn-Sham gap ... 8.09 eV

Mulliken atomic charge list, values in e, 2 entries: -1.025 0.642


No. 4
Computed, not measured: the molecule C27H30N2O3, with wB97M-V/def2-TZVPD.

```
! wB97M-V def2-TZVPD RIJCOSX def2/J DEFGRID3
* xyz 0 1
O -6.61597 -1.07519 -1.48774
C -5.61603 -1.06901 -0.79591
C -5.11080 -2.31512 -0.15862
C -3.74830 -2.58456 -0.05361
C -3.31870 -3.77290 0.50843
C -4.23997 -4.69619 0.97634
C -5.59692 -4.43934 0.86388
C -6.03084 -3.26005 0.28862
C -4.84361 0.16924 -0.55158
C -4.89483 1.19461 -1.49902
C -4.19402 2.36110 -1.30947
C -3.43228 2.55568 -0.15064
O -2.80327 3.75488 -0.07588
C -1.85158 4.03578 0.92458
C -0.42551 3.66068 0.49075
O 0.46316 4.25985 1.39999
C -0.17729 2.14495 0.45732
N 1.24463 1.90425 0.26755
C 1.68591 0.63221 0.81422
C 3.20268 0.53059 0.70692
N 3.59923 0.61025 -0.68514
C 5.02391 0.38558 -0.85687
C 5.39267 -1.03244 -0.51379
C 6.50567 -1.31960 0.26304
C 6.83745 -2.63131 0.55757
C 6.05394 -3.66874 0.08396
C 4.93830 -3.38961 -0.68868
C 4.61224 -2.08014 -0.98841
C 3.16498 1.87830 -1.23376
C 1.64789 1.98589 -1.12666
C -3.41408 1.55217 0.81621
C -4.10793 0.37501 0.61215
H -3.02919 -1.87364 -0.43440
H -2.26119 -3.98129 0.58145
H -3.89943 -5.61975 1.42104
H -6.31564 -5.16269 1.21950
H -7.08433 -3.04800 0.18266
H -5.48624 1.04453 -2.38963
H -4.21641 3.15326 -2.04101
H -1.87697 5.12073 1.05943
H -2.09208 3.56821 1.88284
H -0.27001 4.08014 -0.51754
H 1.28949 3.75544 1.33176
H -0.45688 1.73090 1.42955
H -0.79502 1.66792 -0.31906
H 1.39312 0.57839 1.86554
H 1.23166 -0.21648 0.27605
H 3.53464 -0.42768 1.11187
H 3.66198 1.34190 1.30161
H 5.62603 1.08862 -0.25272
H 5.26011 0.56595 -1.91159
H 7.11889 -0.51256 0.63925
H 7.70788 -2.84229 1.16156
H 6.31088 -4.69170 0.31650
H 4.32360 -4.19668 -1.06022
H 3.74324 -1.85097 -1.58605
H 3.45637 1.92685 -2.28575
H 3.62637 2.73115 -0.70258
H 1.32410 2.94276 -1.53928
H 1.18807 1.17494 -1.71714
H -2.86876 1.67735 1.73806
H -4.09503 -0.38213 1.38255
*
```

Kohn-Sham gap ... 9.03 eV

Mulliken atomic charge list, values in e, 2 entries: -0.606 -0.028